# 1
C42H45AlGeN5O4S2 | the ωB97M-V functional and the def2-TZVPD basis

Output
Gap between HOMO and LUMO (spin up / spin down) (eV): 5.67 / 7.02
2S+1: 2
Energy above the lowest of the compared OMol25 structures with the same formula, charge and spin (kcal/mol): 64.56
E_HOMO (spin up / spin down) (eV): -6.10 / -7.49

Structure (XYZ):
```
100
Properties=species:S:1:pos:R:3:forces:R:3
Al -1.075 -1.177 -1.145 0.61 -0.46 1.39
C -1.017 -4.642 -3.709 0.07 0.17 0.28
C -0.675 -3.435 -2.892 -1.44 -0.69 0.90
N -1.281 -3.106 -1.784 0.49 0.38 -0.82
N -2.174 -3.848 -1.158 -0.89 -0.85 -0.82
C -2.267 -3.534 0.127 0.29 -0.30 0.50
N -3.205 -4.156 0.869 -0.04 -0.09 -0.23
S -1.153 -2.503 0.900 0.20 0.03 0.43
C 0.485 -2.614 -3.115 1.23 0.62 -0.23
C 1.455 -2.842 -4.104 -0.63 -0.13 0.33
C 2.606 -2.083 -4.108 0.16 0.50 0.44
C 2.765 -1.083 -3.150 0.04 -0.39 -0.40
C 1.750 -0.897 -2.230 0.35 0.34 0.11
N 0.669 -1.648 -2.186 -0.09 -0.25 -0.38
H -2.059 -4.902 -3.540 -0.04 -0.02 0.04
H -0.408 -5.490 -3.399 0.07 -0.16 -0.04
H -0.857 -4.462 -4.771 0.04 0.02 -0.02
H -4.024 -4.472 0.371 0.02 -0.01 0.00
H -3.364 -3.763 1.783 0.00 0.00 -0.13
H 1.312 -3.620 -4.837 -0.08 -0.07 -0.02
H 3.383 -2.266 -4.837 -0.01 0.00 -0.07
H 3.654 -0.475 -3.112 0.06 0.10 0.05
H 1.811 -0.129 -1.475 0.02 0.08 -0.04
C -0.861 6.154 -0.222 0.00 -0.04 0.03
C -0.987 4.939 -1.085 0.03 -0.17 -0.05
C -0.103 3.872 -0.980 -0.02 0.02 -0.20
C -0.295 2.709 -1.710 0.09 -0.11 -0.03
C -1.383 2.616 -2.556 -0.22 -0.59 -0.01
C -2.249 3.686 -2.720 -0.15 0.20 -0.02
C -2.051 4.837 -1.980 0.01 -0.21 -0.15
S -1.718 1.087 -3.408 -0.75 0.44 -0.71
O -1.312 1.131 -4.778 0.12 -0.04 -0.08
O -1.099 -0.007 -2.662 -0.09 0.77 -0.50
N -3.362 1.049 -3.447 0.97 0.03 0.21
C -4.175 1.164 -2.252 -0.31 0.07 0.48
C -4.934 -0.105 -1.869 0.39 -0.14 0.31
C -4.120 -1.063 -0.972 -0.16 0.23 -0.23
O -4.694 -1.790 -0.195 -0.23 -0.20 0.20
O -2.846 -0.997 -1.148 -0.43 0.44 -0.43
H 0.127 6.236 0.220 0.10 0.01 0.05
H -1.591 6.085 0.583 -0.03 0.08 0.14
H -1.074 7.060 -0.783 0.00 0.10 -0.04
H 0.737 3.935 -0.305 0.11 0.02 0.09
H 0.374 1.872 -1.606 0.09 -0.05 0.13
H -3.076 3.606 -3.408 -0.14 0.02 -0.04
H -2.738 5.664 -2.080 -0.08 0.08 -0.06
H -3.733 0.463 -4.177 0.23 -0.07 -0.32
H -4.886 1.984 -2.419 0.13 -0.07 0.12
H -3.496 1.451 -1.446 -0.26 0.07 0.11
H -5.209 -0.665 -2.767 -0.10 0.00 -0.01
H -5.858 0.133 -1.336 0.10 0.01 -0.10
C 3.751 -5.133 2.137 0.05 -0.06 0.01
C 3.598 -4.247 3.189 0.03 -0.11 0.14
C 3.004 -3.015 2.980 0.02 0.17 0.08
C 2.578 -2.643 1.712 -0.49 0.71 -0.15
C 2.737 -3.537 0.664 -0.02 0.07 -0.12
C 3.321 -4.774 0.871 0.01 -0.12 -0.13
Ge 1.686 -0.861 1.392 1.12 0.15 0.72
C 3.111 0.252 0.486 -0.68 -0.42 0.33
C 2.863 1.579 0.153 -0.14 0.03 0.06
C 3.818 2.342 -0.493 0.04 0.15 -0.06
C 5.055 1.793 -0.792 0.10 0.04 -0.02
C 5.314 0.473 -0.466 0.17 0.03 -0.12
C 4.339 -0.296 0.144 0.01 -0.24 0.15
C 1.565 -0.046 3.228 -0.11 -0.27 -0.78
C 2.219 1.133 3.565 0.13 -0.05 -0.13
C 2.095 1.672 4.834 0.01 0.15 0.12
C 1.306 1.046 5.785 -0.02 0.00 0.05
C 0.651 -0.133 5.462 -0.09 -0.06 0.08
C 0.780 -0.668 4.193 0.02 -0.14 -0.10
H 4.202 -6.100 2.305 0.05 -0.10 0.01
H 3.938 -4.519 4.179 0.02 -0.03 0.08
H 2.880 -2.331 3.809 0.03 0.00 0.07
H 2.395 -3.256 -0.325 -0.05 -0.07 -0.13
H 3.430 -5.465 0.047 0.02 -0.06 -0.08
H 1.902 2.007 0.410 -0.13 0.10 -0.02
H 3.611 3.367 -0.767 -0.04 0.12 0.03
H 5.818 2.396 -1.262 0.04 0.04 -0.08
H 6.282 0.043 -0.686 0.06 -0.05 -0.04
H 4.535 -1.335 0.373 0.09 -0.06 0.04
H 2.841 1.628 2.831 0.05 0.07 -0.01
H 2.610 2.588 5.088 0.06 0.07 -0.01
H 1.203 1.475 6.771 -0.01 0.01 0.07
H 0.031 -0.634 6.194 -0.02 -0.01 0.07
H 0.271 -1.589 3.935 -0.11 -0.06 0.07
C -0.955 2.776 2.563 -0.02 -0.17 -0.07
C -1.853 1.708 1.930 -0.27 0.02 0.24
C -2.334 0.714 2.997 0.00 -0.01 -0.04
C -3.069 2.366 1.261 0.15 -0.06 -0.03
C -1.104 0.944 0.935 0.51 0.03 -0.25
C -0.473 0.241 0.156 -0.23 0.11 -0.39
H -1.481 3.273 3.375 -0.10 0.07 0.10
H -0.669 3.522 1.825 0.06 0.11 -0.09
H -0.056 2.314 2.965 0.08 0.03 0.06
H -2.974 1.210 3.725 -0.05 0.12 0.11
H -1.482 0.275 3.510 -0.02 0.01 0.05
H -2.897 -0.093 2.531 -0.04 -0.06 -0.04
H -3.604 2.983 1.981 -0.07 0.04 0.10
H -3.748 1.601 0.888 -0.09 -0.05 -0.03
H -2.760 2.997 0.427 0.04 0.07 -0.08
```
Forces are in eV/Å.

Mulliken population analysis, charges in e, atoms 1 to 99:
1 Al -0.4889
2 C -2.0258
3 C 0.5299
4 N 1.5667
5 N -1.7665
6 C 0.3036
7 N -0.3757
8 S -0.5246
9 C 0.7483
10 C -0.8140
11 C -0.9051
12 C -1.0140
13 C 0.5373
14 N 1.0860
15 H 0.4212
16 H 0.3118
17 H 0.4885
18 H 0.2658
19 H 0.2605
20 H 0.3938
21 H 0.4508
22 H 0.6008
23 H -0.1512
24 C -1.9058
25 C 0.7833
26 C -0.2075
27 C -0.1118
28 C -0.4087
29 C -0.8335
30 C -0.6082
31 S 1.2546
32 O -0.8203
33 O 0.2817
34 N -0.2230
35 C -0.2222
36 C -0.9905
37 C 0.6621
38 O -0.6759
39 O -0.1879
40 H 0.3614
41 H 0.3169
42 H 0.5184
43 H 0.3399
44 H 0.4631
45 H 0.5716
46 H 0.4485
47 H 0.2919
48 H 0.4440
49 H -0.1766
50 H 0.3187
51 H 0.4050
52 C -0.5664
53 C -0.7365
54 C -0.5962
55 C 0.0675
56 C 0.0016
57 C -0.7681
58 Ge 2.3976
59 C -0.5891
60 C 0.2784
61 C -0.7827
62 C -0.7030
63 C -0.8045
64 C -0.1509
65 C 0.0189
66 C -0.5861
67 C -0.4076
68 C -0.6946
69 C -0.3588
70 C -0.6391
71 H 0.3726
72 H 0.4135
73 H 0.3106
74 H 0.3985
75 H 0.4304
76 H 0.3057
77 H 0.4557
78 H 0.3960
79 H 0.4067
80 H 0.3704
81 H 0.2767
82 H 0.4139
83 H 0.3688
84 H 0.4234
85 H 0.3092
86 C -1.2080
87 C 1.9805
88 C -1.2817
89 C -1.5216
90 C 1.0551
91 C -0.8352
92 H 0.4895
93 H 0.0355
94 H -0.1626
95 H 0.4586
96 H 0.0312
97 H 0.2015
98 H 0.5404
99 H 0.1947

# 2
C27H36NOSi | the ωB97M-V functional and the def2-TZVPD basis

Output
Gap between HOMO and LUMO (eV): 5.58
Net charge: +1
E_HOMO (eV): -10.44

Structure (XYZ):
```
66
Properties=species:S:1:pos:R:3:forces:R:3
C 1.960 -0.805 -5.478 -0.06 0.07 -0.06
Si 1.359 -2.024 -4.204 0.73 0.25 0.47
C -0.395 -1.668 -3.676 -0.34 -0.04 -0.06
C 1.609 -3.776 -4.801 -0.18 -0.13 -0.07
O 2.345 -1.731 -2.853 0.00 -0.17 -0.10
C 2.233 -2.392 -1.656 -0.98 1.07 0.63
C 1.602 -1.784 -0.610 0.43 -0.79 -1.77
C 1.222 -2.529 0.616 0.01 -0.17 0.84
C 2.384 -3.099 1.450 -0.31 -0.07 0.18
C 2.995 -4.361 0.847 0.35 0.18 0.21
C 3.728 -4.105 -0.464 -0.07 -0.25 -0.12
C 2.783 -3.799 -1.629 0.03 0.10 -0.18
H 1.370 -0.903 -6.401 0.16 0.06 0.18
H 1.859 0.227 -5.115 0.02 -0.24 -0.10
H 3.016 -0.977 -5.728 -0.28 0.02 0.08
H -1.071 -1.823 -4.530 0.07 0.06 0.25
H -0.726 -2.322 -2.856 0.12 0.10 -0.21
H -0.499 -0.624 -3.342 0.07 -0.26 -0.13
H 1.003 -3.929 -5.707 0.15 -0.05 0.19
H 2.661 -3.962 -5.065 -0.29 0.10 0.08
H 1.303 -4.528 -4.059 0.05 0.19 -0.22
H 1.172 -0.787 -0.731 0.34 -0.17 -0.30
H 0.643 -1.838 1.247 0.04 -0.24 0.05
H 0.549 -3.370 0.363 0.08 0.22 0.11
H 3.162 -2.332 1.563 -0.14 -0.10 0.02
H 2.002 -3.340 2.452 0.12 0.07 -0.15
H 3.709 -4.782 1.567 -0.18 0.00 -0.08
H 2.210 -5.113 0.687 0.12 0.07 0.06
H 4.446 -3.282 -0.350 -0.09 -0.16 0.00
H 4.299 -5.003 -0.732 -0.05 0.16 0.07
H 1.921 -4.491 -1.582 0.29 0.05 -0.09
H 3.316 -3.986 -2.574 -0.33 0.16 0.28
C -4.402 -1.264 0.509 -0.20 -0.54 -0.27
N -3.546 -0.137 0.834 2.18 -0.29 -0.60
C -2.200 -0.102 0.672 -1.67 -0.19 0.46
C -1.691 1.126 1.177 0.61 0.74 0.12
C -0.342 1.465 1.243 -1.00 -0.46 0.09
C 0.147 2.764 1.622 0.56 1.23 0.17
C -0.425 3.969 1.122 -0.08 -0.33 0.27
C -0.007 5.209 1.595 -0.20 -0.41 -0.21
C 0.979 5.306 2.584 -0.04 -0.20 -0.06
C 1.360 6.645 3.142 0.17 0.07 0.08
C 1.601 4.132 3.032 -0.01 0.04 -0.04
C 1.230 2.893 2.533 -0.35 -0.55 -0.27
C -2.868 1.867 1.677 -0.62 -0.36 -0.09
C -3.078 3.035 2.399 -0.35 0.40 0.12
C -4.391 3.427 2.716 0.25 -0.37 -0.06
C -5.490 2.605 2.422 0.22 -0.35 -0.34
C -5.292 1.373 1.780 0.12 0.39 0.12
C -3.994 1.053 1.415 0.31 0.49 0.44
H -5.428 -1.008 0.777 0.26 -0.18 -0.12
H -4.356 -1.495 -0.563 -0.02 0.17 0.27
H -4.097 -2.160 1.067 -0.07 0.36 -0.08
H -1.659 -0.935 0.229 -0.12 0.17 0.08
H 0.380 0.664 1.075 -0.05 0.14 -0.03
H -1.220 3.906 0.373 0.30 0.06 0.25
H -0.474 6.120 1.213 0.16 -0.30 0.06
H 2.183 6.538 3.851 -0.08 0.11 -0.06
H 1.674 7.330 2.348 -0.04 -0.12 0.08
H 0.520 7.119 3.661 0.07 -0.14 -0.09
H 2.389 4.208 3.784 -0.22 -0.10 -0.26
H 1.720 1.977 2.883 -0.11 0.42 -0.06
H -2.230 3.633 2.718 -0.31 0.06 -0.12
H -4.564 4.386 3.205 0.12 -0.33 -0.02
H -6.501 2.909 2.696 0.36 -0.06 -0.08
H -6.098 0.679 1.559 -0.04 0.36 0.18
```
Forces are in eV/Å.

From a Mulliken analysis of the wavefunction, the atomic charges in e read:
1 C -0.9882
2 Si 0.3002
3 C -0.9897
4 C -1.0425
5 O -0.5284
6 C 0.6416
7 C -0.4594
8 C -0.3811
9 C -0.8385
10 C -0.6916
11 C -0.8149
12 C -0.6575
13 H 0.3362
14 H 0.2813
15 H 0.2842
16 H 0.4489
17 H 0.2691
18 H 0.2508
19 H 0.3728
20 H 0.3165
21 H 0.3249
22 H 0.4925
23 H 0.1756
24 H 0.3020
25 H 0.3177
26 H 0.3824
27 H 0.3456
28 H 0.2898
29 H 0.3815
30 H 0.3596
31 H 0.2932
32 H 0.2454
33 C -0.8514
34 N 0.2618
35 C -1.3057
36 C 1.0392
37 C -0.2323
38 C 0.3609
39 C -0.9249
40 C -0.2483
41 C 0.9985
42 C -1.3911
43 C -0.7242
44 C -0.7602
45 C 0.6042
46 C -0.0609
47 C -0.8601
48 C -0.6733
49 C -0.9402
50 C 0.4892
51 H 0.2655
52 H 0.3395
53 H 0.3420
54 H 0.6989
55 H 0.3543
56 H 0.4902
57 H 0.4224
58 H 0.3553
59 H 0.3482
60 H 0.3189
61 H 0.3186
62 H 0.4225
63 H 0.4683
64 H 0.4040
65 H 0.3986
66 H 0.2516

# 3
C11H13NS2 | the ωB97M-V functional and the def2-TZVPD basis

Output
SMILES: [H]/N=C(\SC(=S)c1ccccc1)C(C)C
Gap between HOMO and LUMO (eV): 7.77
Energy above the lowest of the compared OMol25 structures with the same formula, charge and spin (kcal/mol): 76.50
E_HOMO (eV): -8.36

Structure (XYZ):
```
27
Properties=species:S:1:pos:R:3:forces:R:3
H -3.508 0.732 -0.337 0.66 -0.78 0.03
N -3.412 -0.150 0.181 -0.27 -0.09 0.06
C -2.368 -0.761 0.422 -0.52 3.25 -0.90
S -0.486 -0.156 -0.129 1.91 -0.83 0.53
C 0.228 1.216 -1.095 -1.06 -0.04 0.34
S -0.746 2.241 -1.903 -0.45 -0.11 0.09
C 1.755 1.453 -1.108 -1.78 0.01 -0.68
C 2.675 0.987 -0.207 2.41 0.70 0.49
C 4.029 1.428 -0.348 -1.74 -0.28 1.40
C 4.443 2.363 -1.258 -2.79 -1.46 -0.13
C 3.497 2.848 -2.141 -0.95 -1.20 -0.94
C 2.195 2.343 -2.114 1.27 0.65 1.70
C -2.185 -1.867 1.387 0.00 -1.15 -0.55
C -3.203 -1.902 2.512 -2.03 1.01 -2.42
C -2.211 -3.215 0.624 -4.46 1.23 0.59
H 2.561 0.472 0.740 -0.98 -0.45 -0.46
H 4.666 1.148 0.477 0.44 -0.27 -0.23
H 5.437 2.499 -1.282 3.35 1.32 -0.34
H 3.683 3.438 -3.020 0.57 0.63 0.21
H 1.512 2.931 -2.662 -0.91 -0.28 -0.94
H -1.225 -1.704 1.822 0.99 -0.17 0.20
H -3.600 -0.865 2.622 0.16 -1.04 0.69
H -2.830 -2.404 3.351 0.73 -0.17 1.45
H -4.007 -2.572 2.126 0.03 0.81 0.44
H -3.125 -3.302 -0.096 1.51 0.55 1.17
H -2.406 -3.979 1.348 0.69 -0.76 0.25
H -1.369 -3.220 0.086 3.25 -1.07 -2.06
```
Forces are in eV/Å.

From a Mulliken analysis of the wavefunction, the atomic charges in e read:
1 H 0.3283
2 N -0.5074
3 C 0.2916
4 S -0.2299
5 C 0.3286
6 S -0.3387
7 C 0.5624
8 C -0.2606
9 C -0.4852
10 C -0.5632
11 C -0.4603
12 C -0.6948
13 C 0.4765
14 C -1.4612
15 C -1.4771
16 H 0.3224
17 H 0.3188
18 H 0.4973
19 H 0.3501
20 H 0.3316
21 H 0.3801
22 H 0.3651
23 H 0.4187
24 H 0.2960
25 H 0.3130
26 H 0.4047
27 H 0.4932

What maximum force values result from the calculations? In sequence: 1.8, 2.3, 4.7 eV/Å.